Entry 1:
{"formula": "C8H13ClN", "method": "wB97M-V/def2-TZVPD", "total_charge": 1, "gap_ha": 0.3451, "molar_mass_da": 158.65, "homo_energy_ev": -12.735, "smiles": "C=C(Cl)C=C=C(C)C[NH2+]C", "spin_multiplicity": 1, "e_tot_ev": -22509.2517, "symbols": ["Cl", "N", "C", "C", "C", "C", "C", "C", "C", "C", "H", "H", "H", "H", "H", "H", "H", "H", "H", "H", "H", "H", "H"], "xyz": [[-2.774676, 0.694459, -0.861836], [0.325564, 1.238227, 0.592490], [1.892060, -1.453812, -1.270237], [-4.104683, -1.052773, 0.723928], [-1.656562, -1.513311, 0.283500], [1.314250, 0.112418, 0.676061], [-0.336238, -1.503730, -0.045528], [0.509802, 2.124930, -0.560236], [-2.966932, -0.694312, 0.126117], [0.875984, -1.073913, -0.195221], [-2.032411, -2.397292, 0.754435], [0.169774, 1.769999, 1.505866], [-0.402847, 2.325016, -0.902489], [-4.203548, -1.928461, 1.308228], [-4.985638, -0.435224, 0.513405], [1.399806, -0.145876, 1.688212], [2.243632, 0.483969, 0.175195], [-0.640391, 0.806413, 0.462980], [0.896192, 3.175475, -0.259101], [1.648167, -0.945252, -2.216124], [1.920730, -2.452741, -1.691462], [2.937891, -1.332705, -1.075634], [1.177909, 1.797791, -1.411607]], "forces_ev_per_angstrom": [[-0.2, 0.7, -0.3], [-1.8, -0.4, 1.2], [-0.9, -0.4, -1.5], [0.1, 1.6, -1.5], [0.3, -0.4, -0.2], [0.7, 0.1, -1.9], [-4.1, 1.1, 0.3], [4.2, 2.6, 0.3], [2.3, -1.4, -0.1], [1.5, 0.2, -0.6], [0.5, -0.7, 0.9], [0.9, -0.7, -1.5], [-3.7, 0.7, -1.8], [0.1, -0.7, 0.5], [0.3, -0.3, 0.4], [0.5, -0.3, 1.4], [-0.6, -0.2, 1.2], [1.1, 0.2, 0.0], [-0.3, -1.9, -0.1], [0.2, 0.6, 0.4], [-0.8, -0.7, 0.8], [0.5, 0.8, 0.8], [-0.8, -0.3, 1.4]], "lowdin_charge": [0.731, -0.007, -0.039, 0.034, -0.078, -0.072, 0.045, -0.026, -0.727, -0.249, 0.092, 0.220, 0.010, 0.070, 0.085, 0.121, 0.143, 0.108, 0.146, 0.095, 0.086, 0.075, 0.137]}

=====

Entry 2:
{"formula": "C18H54O9", "method": "wB97M-V/def2-TZVPD", "gap_ha": 0.3798, "molar_mass_da": 414.62, "homo_energy_ev": -9.946, "smiles": "CCO.CCO.CCO.CCO.CCO.CCO.CCO.CCO.CCO", "spin_multiplicity": 1, "e_tot_ev": -37963.3677, "symbols": ["O", "O", "O", "O", "O", "O", "O", "O", "O", "C", "C", "C", "C", "C", "C", "C", "C", "C", "C", "C", "C", "C", "C", "C", "C", "C", "C", "H", "H", "H", "H", "H", "H", "H", "H", "H", "H", "H", "H", "H", "H", "H", "H", "H", "H", "H", "H", "H", "H", "H", "H", "H", "H", "H", "H", "H", "H", "H", "H", "H", "H", "H", "H", "H", "H", "H", "H", "H", "H", "H", "H", "H", "H", "H", "H", "H", "H", "H", "H", "H", "H"], "xyz": [[-0.176372, 8.755171, -2.838720], [4.010033, 5.208580, -6.781898], [0.630085, 0.498236, 8.876642], [0.684764, 0.577892, -0.466996], [-7.336800, -2.636502, 6.203005], [3.442280, -7.939821, -6.138583], [6.490026, -7.868387, 3.222924], [-2.543879, -0.347929, -6.919546], [-4.684299, 4.857340, 2.404952], [2.000831, -6.228709, -7.133186], [-6.145045, 4.706635, 2.646849], [4.962852, -8.273909, 5.063129], [1.940156, -1.361639, -0.597109], [3.462476, 3.995490, -7.282216], [-5.100699, -1.830734, 5.436066], [-3.750603, 0.428181, -4.898269], [0.786872, 8.619149, -1.829297], [-6.441709, -2.423542, 5.168487], [0.667985, -0.787848, -0.011477], [2.034815, 0.418119, 8.889580], [5.136079, -7.776413, 3.601534], [3.335122, 3.161309, -6.060541], [2.493052, 0.206867, 7.522778], [3.254682, -7.115155, -7.283727], [0.363830, 9.310399, -0.556625], [-2.461230, -0.240968, -5.511984], [-6.496588, 4.941563, 4.101812], [-4.944791, -0.785182, 5.170340], [-2.285606, -1.258289, -5.162224], [2.125327, -5.445212, -6.385703], [0.064500, 8.311186, -3.655082], [2.533351, 3.451712, -5.381613], [5.144769, -7.446947, 5.749533], [-6.365867, 3.658294, 2.446047], [-6.341532, -3.433127, 4.769986], [2.163540, 0.954872, 6.801662], [-4.781007, -1.994277, 6.465211], [3.127452, -7.800037, -8.122092], [0.169734, 10.380746, -0.625765], [-4.413085, -2.375641, 4.789243], [-4.111780, -0.174468, -4.064921], [-1.547353, 0.311328, -5.293130], [2.029828, -0.675328, 7.080929], [4.100336, -6.440173, -7.415529], [-4.527235, 0.684317, -5.618926], [2.713176, -8.553615, -6.023399], [-5.952374, 4.190460, 4.674329], [0.620720, -0.707896, 1.074557], [2.844050, -0.864706, -0.244780], [1.773655, -5.607894, -7.999842], [0.114856, 1.058241, 0.138040], [4.313819, 3.081208, -5.587423], [4.988681, -6.696494, 3.613852], [-8.202830, -2.642800, 5.788812], [-0.238898, -1.290509, -0.347638], [4.112669, 3.479062, -7.988353], [5.676248, -9.067296, 5.286060], [-6.175140, 5.965848, 4.290518], [0.630015, 7.599647, -1.477003], [-6.840950, 5.348043, 2.106113], [-1.780411, -0.829088, -7.246966], [2.629845, 1.234003, 9.299900], [0.338788, -0.120311, 9.550544], [3.928305, 5.783709, -7.546179], [3.325488, 2.109301, -6.345637], [2.388370, -0.361972, 9.563785], [2.009289, -2.373464, -0.197719], [1.247812, 9.260389, 0.079145], [-0.510720, 8.829551, -0.118402], [2.492257, 4.243140, -7.712853], [1.808979, 8.756173, -2.182322], [-4.623161, 5.458846, 1.659264], [-3.320271, 1.304349, -4.413264], [6.532461, -7.670603, 2.284482], [1.937169, -1.464607, -1.682234], [4.432530, -8.333520, 2.982869], [-6.893584, -1.719729, 4.469511], [3.575428, 0.103498, 7.446068], [-7.583467, 5.017015, 4.134964], [1.062117, -6.760870, -6.979155], [3.925780, -8.534258, 5.274802]], "forces_ev_per_angstrom": [[-0.8, 1.1, -0.8], [0.2, 0.5, -1.1], [-0.2, 0.3, 0.7], [-0.6, 0.1, 0.1], [-0.8, 0.7, 1.9], [0.8, 0.5, 0.4], [0.5, -0.9, -0.3], [-0.6, 0.3, -0.8], [-2.1, 0.4, 0.1], [0.0, 0.6, -0.4], [0.8, -0.9, 0.6], [0.2, 0.9, -0.4], [-0.2, -1.4, 1.0], [-0.2, 0.3, 1.1], [1.2, -0.3, 0.6], [2.1, -0.3, 0.3], [-1.0, -1.7, 0.6], [-0.4, -0.2, -1.7], [0.6, 1.5, -0.7], [0.9, -0.2, 0.9], [-0.1, 0.5, 1.7], [0.6, -1.8, 0.0], [0.4, -0.9, -2.3], [-1.7, -0.1, 0.3], [0.7, 1.2, -0.1], [-0.3, -0.5, -0.2], [0.8, 0.9, -1.1], [-0.5, 0.1, 0.3], [-0.3, -0.1, 0.6], [0.1, -0.4, 0.6], [0.3, -0.1, 0.2], [0.2, -0.1, 0.0], [0.4, 0.0, 0.0], [-0.1, 0.0, -0.5], [0.5, 0.2, -0.9], [0.1, 0.6, 0.4], [0.1, 0.0, 0.0], [0.2, 0.4, -0.5], [-0.2, 0.1, -0.4], [0.3, 0.0, 0.1], [-0.3, -0.2, -0.3], [-0.1, 0.4, 0.4], [0.2, -0.4, 0.2], [0.3, -0.5, 0.1], [0.2, -0.2, 0.0], [-0.1, 0.1, -0.3], [-0.6, 0.3, 0.6], [0.4, -0.7, 0.2], [-0.2, 0.3, -0.2], [0.4, -0.3, -0.6], [-0.1, 0.3, -0.2], [0.0, 1.0, 0.5], [-1.1, 0.0, -0.3], [-0.1, -0.1, 0.3], [0.0, -0.2, -0.2], [0.1, 0.3, -0.3], [-0.3, -0.2, 0.0], [0.3, -0.1, 0.6], [1.1, -0.7, -0.2], [0.7, 0.1, -0.8], [0.0, 0.0, 0.1], [-0.9, 1.1, 0.2], [-0.4, 0.2, 0.0], [0.3, 0.7, 0.2], [-1.2, -0.3, -0.1], [-0.2, -0.7, -0.2], [0.2, -0.3, -0.1], [-0.2, -0.3, 0.5], [0.2, 0.0, 0.0], [-0.1, -0.4, -0.3], [0.0, 0.4, 0.2], [0.3, 0.0, -0.1], [-0.7, 0.5, -0.1], [0.2, 0.0, -0.1], [-0.2, 0.4, 0.1], [0.2, 0.2, -0.5], [-0.3, -0.4, -0.6], [0.0, 0.0, 0.0], [0.0, -0.8, 0.6], [0.2, -0.3, 0.4], [0.1, -0.5, -0.2]], "lowdin_charge": [-0.079, -0.084, -0.051, -0.104, -0.068, -0.090, -0.085, -0.098, -0.092, -0.100, -0.301, -0.082, -0.094, -0.340, -0.089, -0.058, -0.345, -0.372, -0.307, -0.372, -0.324, -0.107, -0.118, -0.301, -0.097, -0.310, -0.104, 0.071, 0.098, 0.068, 0.082, 0.083, 0.063, 0.099, 0.110, 0.080, 0.079, 0.104, 0.071, 0.072, 0.061, 0.099, 0.077, 0.111, 0.073, 0.078, 0.079, 0.109, 0.077, 0.063, 0.072, 0.079, 0.104, 0.084, 0.104, 0.111, 0.073, 0.073, 0.101, 0.106, 0.077, 0.108, 0.084, 0.075, 0.071, 0.112, 0.067, 0.075, 0.078, 0.112, 0.115, 0.065, 0.059, 0.080, 0.076, 0.105, 0.111, 0.080, 0.075, 0.067, 0.066]}

=====

Entry 3:
{"formula": "C8H12N2O2", "method": "wB97M-V/def2-TZVPD", "gap_ha": 0.2735, "molar_mass_da": 168.20, "homo_energy_ev": -7.078, "smiles": "CCOC1=C(C)O1.C/C=N\\C#N", "spin_multiplicity": 1, "e_tot_ev": -15558.9288, "symbols": ["O", "O", "N", "N", "C", "C", "C", "C", "C", "C", "C", "C", "H", "H", "H", "H", "H", "H", "H", "H", "H", "H", "H", "H"], "xyz": [[2.316197, 0.697194, 0.232677], [0.806636, -0.314734, -1.485581], [-2.490735, 1.771849, 1.538167], [-2.409450, 0.246735, -0.425416], [3.134693, -0.502571, 0.516300], [-0.540195, 1.840453, -2.112206], [1.315188, 0.690676, -0.593519], [-3.292543, -1.913840, 0.588744], [0.139311, 0.995071, -1.131973], [3.671704, -0.162168, 1.924893], [-2.553393, 1.063527, 0.622508], [-2.786357, -0.962813, -0.442064], [-0.810071, 2.807914, -1.648352], [-2.379509, -2.438360, 0.913264], [-3.791147, -1.210580, 1.285371], [0.089527, 2.127022, -2.924448], [2.686382, -1.464050, 0.504107], [-1.389402, 1.172307, -2.478508], [-4.136685, -2.425562, 0.102762], [3.000858, -0.421514, 2.638519], [3.852152, 0.965126, 1.809298], [3.917662, -0.483984, -0.194833], [-2.930148, -1.409319, -1.462901], [4.579324, -0.668389, 2.223192]], "forces_ev_per_angstrom": [[-0.5, -0.5, -0.4], [1.3, -0.8, 0.3], [-0.4, -0.1, -0.6], [-1.0, 0.2, -0.3], [0.7, 1.3, 1.6], [-1.3, -0.5, 0.3], [-2.5, -1.0, -1.1], [-0.6, 2.4, -0.1], [2.3, 1.3, 1.4], [1.9, 2.1, -3.1], [1.2, -0.3, 1.3], [-0.9, -0.9, -2.3], [-0.6, -0.7, -0.1], [-1.0, -0.4, 0.4], [0.7, -0.9, 0.8], [0.7, -0.2, -0.9], [-1.3, -0.5, -0.4], [0.7, 1.6, 0.3], [0.8, -0.7, 0.3], [-2.4, -0.2, 2.2], [-0.1, -1.6, 1.0], [0.8, 0.0, -0.8], [1.0, 0.5, 0.6], [0.5, -0.1, -0.5]], "lowdin_charge": [0.028, -0.033, 0.145, 0.061, -0.144, -0.073, -0.252, -0.049, -0.198, -0.047, -0.337, -0.195, 0.093, 0.103, 0.085, 0.062, 0.113, 0.095, 0.086, 0.032, 0.116, 0.108, 0.129, 0.074]}

=====

Entry 4:
{"formula": "C17H27BN5S5Ta", "method": "wB97M-V/def2-TZVPD", "total_charge": 4, "gap_ha": 0.1812, "molar_mass_da": 653.53, "homo_energy_ev": -20.226, "spin_multiplicity": 1, "e_tot_ev": -81881.4547, "symbols": ["Ta", "S", "S", "S", "S", "S", "N", "N", "N", "N", "N", "C", "C", "C", "C", "C", "C", "C", "C", "C", "C", "C", "C", "C", "C", "C", "C", "C", "B", "H", "H", "H", "H", "H", "H", "H", "H", "H", "H", "H", "H", "H", "H", "H", "H", "H", "H", "H", "H", "H", "H", "H", "H", "H", "H", "H"], "xyz": [[-0.201145, 0.176564, -0.022670], [-1.673207, -1.889161, -1.390895], [-1.646240, -0.942288, 1.946046], [1.672169, -0.229593, 2.100523], [-4.224154, 2.601351, -1.166887], [1.080663, -2.224748, -0.065046], [-2.128558, 1.201781, -0.879985], [-0.069268, 2.082642, 0.989635], [0.768029, 3.114160, 0.704834], [1.488517, 2.295115, -1.665252], [1.025764, 1.006325, -1.563742], [-2.467566, 1.118580, -2.221049], [-3.574843, 1.822325, -2.547693], [1.866300, 1.268868, -3.624700], [0.849943, -3.110903, -1.638782], [-2.990771, 1.966730, -0.215837], [-0.657638, 2.350522, 2.196627], [-0.569349, -1.248817, 3.396756], [3.125422, -1.066103, 1.382628], [-2.094632, -2.604013, 1.314298], [2.862907, -2.140956, 0.318498], [-2.762538, -2.474452, -0.040200], [1.983842, 2.461361, -2.877583], [-0.190423, 3.545390, 2.677026], [0.890880, -1.545942, 3.115612], [0.706943, 3.992290, 1.701730], [-0.640772, -3.379267, -1.738832], [1.276655, 0.387453, -2.772985], [1.547148, 3.411295, -0.593989], [3.676673, -1.476680, 2.230004], [-1.380884, 1.681723, 2.639495], [-0.461207, 4.044195, 3.593349], [0.989511, -0.634778, -2.959327], [1.235200, -2.524922, -2.469002], [-0.679481, -0.350911, 4.007129], [-4.026986, 1.922656, -3.523715], [3.714633, -0.246670, 0.971400], [-1.202853, -3.229442, 1.299749], [-0.956060, -4.157794, -1.045138], [1.051705, -2.512179, 2.641984], [-2.810020, -3.018508, 2.028568], [-0.895412, -3.694916, -2.751565], [2.404922, 3.407143, -3.189932], [-3.165955, -3.437938, -0.357748], [1.418762, -1.539326, 4.073308], [2.692681, 3.637380, -0.323555], [3.129599, -3.134812, 0.678663], [-1.863662, 0.551424, -2.911995], [-2.904294, 2.180356, 0.838717], [2.180511, 1.102935, -4.642751], [3.421423, -1.941509, -0.594756], [-3.592461, -1.765690, -0.012013], [1.405180, -4.049763, -1.586051], [1.103082, 4.410679, -1.083963], [1.287117, 4.903480, 1.681371], [-1.025805, -2.072640, 3.949688]], "forces_ev_per_angstrom": [[0.9, 1.2, -0.7], [0.3, 0.5, 0.4], [0.3, 0.1, -0.5], [-0.6, 0.1, -0.6], [0.3, -0.2, 0.1], [-0.4, 0.9, -0.2], [1.3, -1.0, 0.6], [-0.5, -1.6, -0.9], [-0.1, -0.1, 0.6], [0.0, -0.2, -0.7], [-1.3, -0.9, 2.1], [-0.1, 0.1, -0.2], [0.0, 0.0, 0.1], [-0.1, -0.4, 0.2], [0.0, 0.1, 0.1], [-0.2, 0.1, 0.0], [0.0, 0.2, 0.3], [0.1, 0.1, 0.0], [-0.1, 0.1, 0.0], [-0.1, 0.0, 0.1], [-0.1, 0.0, -0.1], [0.0, 0.2, 0.0], [-0.1, 0.0, 0.1], [-0.1, -0.2, 0.0], [0.1, 0.1, -0.1], [0.0, -0.1, 0.0], [0.0, 0.0, 0.1], [0.3, -0.1, -0.6], [0.6, 1.2, -0.1], [0.0, 0.0, 0.0], [0.0, 0.0, 0.0], [0.0, 0.0, 0.0], [0.0, 0.1, 0.1], [0.1, -0.1, 0.0], [0.0, 0.0, 0.0], [0.0, 0.0, 0.0], [0.0, 0.0, 0.0], [0.0, 0.0, 0.0], [0.0, 0.0, 0.0], [-0.1, 0.0, 0.0], [0.0, 0.0, 0.0], [-0.1, 0.0, 0.0], [0.0, 0.1, 0.1], [0.0, 0.0, -0.1], [0.1, 0.0, 0.0], [0.0, -0.4, 0.1], [0.0, 0.0, 0.0], [0.0, 0.0, 0.0], [-0.1, 0.0, 0.0], [0.0, 0.0, 0.0], [0.0, 0.0, 0.0], [0.0, 0.0, -0.1], [0.0, 0.0, 0.0], [-0.2, -0.2, -0.1], [0.0, 0.0, -0.1], [0.0, 0.0, 0.0]], "lowdin_charge": [1.616, 0.900, 0.857, 0.912, 1.232, 0.833, -0.213, -0.200, -0.034, -0.025, -0.144, -0.260, -0.286, 0.060, -0.411, -0.438, -0.161, -0.417, -0.417, -0.439, -0.375, -0.438, 0.048, 0.046, -0.438, 0.029, -0.414, -0.109, -0.366, 0.119, 0.088, 0.143, 0.096, 0.079, 0.099, 0.113, 0.103, 0.075, 0.107, 0.079, 0.125, 0.119, 0.176, 0.124, 0.125, 0.102, 0.115, 0.094, 0.080, 0.146, 0.113, 0.102, 0.129, 0.104, 0.171, 0.125]}